{"formula": "C33H59F4N5O29S3", "method": "ωB97M-V/def2-TZVPD", "species": ["C", "C", "O", "N", "C", "H", "H", "H", "H", "H", "H", "H", "C", "C", "O", "N", "C", "H", "H", "H", "H", "H", "H", "H", "C", "C", "O", "N", "C", "H", "H", "H", "H", "H", "H", "H", "C", "C", "O", "N", "C", "H", "H", "H", "H", "H", "H", "H", "C", "C", "O", "N", "C", "H", "H", "H", "H", "H", "H", "H", "C", "C", "O", "C", "O", "O", "F", "H", "H", "H", "C", "C", "O", "C", "O", "O", "F", "H", "H", "H", "C", "C", "O", "C", "O", "O", "F", "H", "H", "H", "C", "C", "O", "C", "O", "O", "F", "H", "H", "H", "C", "C", "O", "S", "O", "O", "O", "H", "H", "H", "H", "C", "C", "O", "S", "O", "O", "O", "H", "H", "H", "H", "C", "C", "O", "S", "O", "O", "O", "H", "H", "H", "H"], "xyz": [[-12.37104, 20.10110, 9.05321], [-13.09758, 18.84743, 9.57113], [-13.06915, 17.83973, 8.90321], [-13.69704, 18.88106, 10.77669], [-14.41642, 17.82043, 11.43970], [-12.17849, 20.88535, 9.78750], [-12.91166, 20.63836, 8.27392], [-11.39987, 19.75750, 8.70170], [-13.28845, 19.50663, 11.45665], [-15.48486, 17.99280, 11.31376], [-14.10437, 17.73849, 12.47926], [-14.15045, 16.83372, 11.05746], [-16.63940, 18.25108, 8.07348], [-16.14675, 17.66053, 6.79717], [-16.90858, 17.54344, 5.82798], [-14.90076, 17.16972, 6.70778], [-14.31507, 16.63574, 5.54126], [-16.47325, 19.32896, 8.00452], [-16.24105, 17.90024, 9.02527], [-17.71900, 18.11142, 8.11158], [-14.29288, 17.23004, 7.51411], [-13.49504, 15.96676, 5.80169], [-13.90256, 17.44712, 4.93407], [-15.03356, 16.11289, 4.91065], [-8.20019, 20.39509, 9.74079], [-7.64224, 18.97336, 9.82538], [-7.30654, 18.47099, 10.89794], [-7.50431, 18.34987, 8.66255], [-6.95422, 17.02640, 8.40206], [-7.75465, 20.86167, 10.61794], [-9.28656, 20.43968, 9.83637], [-8.03053, 20.92317, 8.80294], [-7.91682, 18.76361, 7.83356], [-6.35919, 16.65658, 9.23304], [-6.35553, 17.13090, 7.49731], [-7.83098, 16.41041, 8.19445], [-7.39501, 18.44271, 4.38502], [-8.38586, 19.08383, 5.35624], [-7.99394, 19.77514, 6.28844], [-9.66749, 18.75859, 5.16675], [-10.80414, 19.14165, 5.97142], [-6.71713, 17.72764, 4.84868], [-6.79763, 19.22741, 3.92079], [-7.86043, 17.90878, 3.55488], [-9.85190, 18.19668, 4.35102], [-11.30392, 18.37055, 6.56484], [-11.65454, 19.40027, 5.33720], [-10.56013, 19.95497, 6.65072], [-16.22299, 18.72437, 2.70040], [-15.24305, 19.74037, 3.33616], [-14.38472, 20.30650, 2.68725], [-15.39732, 19.92596, 4.64965], [-14.51609, 20.64643, 5.54610], [-15.83862, 18.68737, 1.68076], [-17.26042, 19.05490, 2.66100], [-16.23082, 17.71910, 3.11908], [-15.99956, 19.27026, 5.12961], [-14.43531, 20.12857, 6.49987], [-14.78881, 21.70073, 5.62274], [-13.51852, 20.72828, 5.10773], [-18.69477, 17.73635, 16.20827], [-17.81822, 18.22738, 17.33912], [-16.71510, 18.74398, 16.64215], [-16.66079, 18.18850, 15.41533], [-15.71779, 18.28745, 14.66074], [-17.79528, 17.52900, 15.14686], [-17.40118, 17.21827, 18.11706], [-19.38401, 18.53001, 15.91392], [-19.23450, 16.81633, 16.42439], [-18.32210, 19.00291, 17.91488], [-19.10490, 19.09657, 12.44815], [-18.67381, 17.70581, 11.96853], [-18.65282, 17.91859, 10.55592], [-19.37687, 18.95829, 10.19722], [-19.76252, 19.25425, 9.09443], [-19.82266, 19.59024, 11.33592], [-19.69710, 16.85720, 12.24910], [-18.25036, 19.70785, 12.74463], [-19.78754, 19.06769, 13.29646], [-17.79211, 17.31427, 12.47270], [-17.87923, 13.06520, 13.15615], [-16.80405, 12.30973, 13.88895], [-15.89172, 13.29332, 14.26379], [-16.01354, 14.37985, 13.45564], [-15.28024, 15.31193, 13.28864], [-17.24390, 14.30395, 12.80460], [-16.23607, 11.34271, 13.15003], [-18.83814, 13.14425, 13.66555], [-18.08378, 12.53677, 12.22345], [-17.26271, 11.84176, 14.76119], [-14.49416, 14.02641, 8.83010], [-14.68808, 13.93940, 10.34561], [-13.50738, 13.35777, 10.81150], [-12.93125, 12.73765, 9.74303], [-11.96628, 11.98694, 9.85387], [-13.41111, 13.15845, 8.59914], [-15.64680, 13.00765, 10.61390], [-14.09643, 15.00803, 8.56380], [-15.41866, 13.83020, 8.29043], [-14.98369, 14.91188, 10.73589], [-10.12018, 16.92666, 11.55814], [-11.10486, 15.85150, 11.10005], [-11.54358, 15.20396, 12.31047], [-10.74858, 15.73057, 13.64354], [-9.43698, 15.12133, 13.79639], [-11.62515, 15.94018, 14.74079], [-10.53931, 17.18976, 12.92012], [-10.16271, 17.89684, 11.06927], [-9.12793, 16.48526, 11.46500], [-10.68516, 15.14399, 10.38782], [-11.99530, 16.34758, 10.71232], [-12.60200, 19.08754, 14.85433], [-11.29150, 19.33533, 15.60349], [-10.41845, 19.89149, 14.70149], [-11.14503, 20.56802, 13.45472], [-10.44412, 20.39627, 12.19816], [-11.56633, 21.91539, 13.80036], [-12.39490, 19.48135, 13.54945], [-13.48624, 19.65681, 15.15407], [-12.95647, 18.06732, 15.00694], [-10.88864, 18.50166, 16.17547], [-11.50902, 20.09576, 16.36047], [-15.32796, 24.07016, 10.70625], [-14.30848, 23.09778, 10.17826], [-14.86323, 21.82647, 10.29357], [-16.32176, 21.78469, 11.10374], [-16.21418, 20.87605, 12.25874], [-17.47174, 21.60144, 10.24492], [-16.21059, 23.37321, 11.54071], [-15.94731, 24.43628, 9.88322], [-14.93169, 24.95186, 11.20682], [-13.34557, 23.10872, 10.69053], [-14.16239, 23.34611, 9.12595]], "atomic_forces_ev_per_a": [[0.0738, 0.0856, 0.8381], [0.3940, 1.0964, 0.6840], [-0.3306, -1.4283, -1.3188], [0.7278, 0.9069, 0.7700], [0.2398, -0.8926, -0.3370], [-0.0657, -0.3214, 0.4233], [-0.1472, -0.5504, -0.2794], [-0.1072, 0.0774, -0.2384], [-0.2448, 0.4983, -0.3217], [-0.0622, -0.1941, 0.3720], [-0.3853, 0.4583, 0.0971], [-0.0953, 0.1238, -0.4452], [-0.3997, 0.5722, 0.3404], [-0.7095, -1.6116, -1.0318], [0.2136, 0.6390, 0.2731], [0.2080, 0.3245, 1.9416], [0.4284, -0.0400, -1.3692], [-0.0193, 0.1116, 0.1792], [0.4605, -0.1773, -0.2751], [0.0795, 0.0428, -0.1654], [-0.0599, 0.3060, 0.1112], [-0.0851, -0.0462, 0.0566], [0.1118, -0.0651, -0.2024], [-0.0823, -0.0591, 0.1976], [-0.1322, -0.2628, 0.2973], [0.0354, 0.1460, 0.7449], [-0.1814, 0.2665, -0.2841], [-0.0881, -0.3634, -1.1805], [-0.7050, 0.7091, 0.0730], [-0.1810, 0.4828, -0.2264], [-0.0240, -0.3724, 0.4170], [0.6100, -0.1446, 0.0423], [0.3173, 0.4462, 0.3059], [-0.1428, 0.0302, -0.0066], [0.1487, -0.3308, 0.0613], [0.4102, -0.6782, 0.0369], [-0.2088, 0.2779, -0.6827], [0.9474, -0.4947, 0.3349], [-0.1607, 0.2012, -0.1642], [-0.7519, -0.6768, -0.4778], [-0.9622, 0.2245, 0.1257], [-0.1002, 0.2263, 0.4171], [0.0965, 0.0549, 0.2265], [-0.2629, 0.0214, 0.0947], [-0.1064, 0.0297, 0.1161], [0.8839, -0.5713, 0.2409], [0.3537, 0.6322, -0.3159], [0.1515, 0.0843, -0.2898], [0.6980, 0.5536, -0.7284], [-0.4097, -0.7386, -0.3118], [0.2191, 0.1903, -0.2927], [-0.4595, -0.4573, 1.8244], [0.7189, 0.5644, -1.1589], [-0.2937, -0.2737, -0.0937], [0.0899, 0.2679, 0.2114], [0.2497, 0.1735, 0.3529], [-0.3259, 0.0501, -0.4112], [-0.2148, 0.1672, 0.0625], [-0.4108, -0.0769, 0.4969], [0.0814, -0.3781, -0.0654], [-0.8134, 0.0815, 0.1114], [-0.5897, 0.4667, -0.7979], [0.1034, 0.2933, 0.5012], [2.1519, 0.1538, -1.7407], [-1.7529, -0.1210, 1.2946], [0.3483, -0.2972, -0.5443], [0.1831, -0.4870, 0.6535], [-0.1736, -0.0917, 0.0795], [0.0814, 0.0606, 0.0701], [0.4388, -0.0253, 0.2959], [0.1151, -0.2945, 0.4663], [-1.0466, 1.7165, 0.4013], [1.9859, -2.0749, 0.4882], [-2.8345, 1.7134, -0.3721], [1.1897, -0.5910, 1.4707], [0.5451, 0.5163, -0.7018], [-0.3312, -0.8220, -0.1327], [0.0521, 0.1670, -0.4621], [-0.0327, -0.3206, -0.0651], [0.4152, -0.0510, -0.9159], [0.2672, -0.1286, -1.8648], [-1.5356, 0.0423, 1.2637], [1.0124, 0.3260, -0.1200], [-1.3584, 0.9003, -1.0714], [-0.4229, -1.3916, 0.6171], [0.5859, -0.0815, 0.9050], [0.4976, -0.1205, -0.4257], [0.2975, 0.5808, 0.3906], [-0.0141, 0.0212, -0.0513], [0.6524, -0.0675, 0.2873], [0.3242, 1.4082, 0.6101], [-0.0953, -0.2204, -1.1259], [-0.2397, 0.6787, -0.3073], [4.1936, -2.0783, 1.2889], [-2.5731, 1.7042, -0.2191], [-0.7565, -0.8342, -1.1612], [-1.0280, -0.0962, 0.2599], [-0.4692, 0.2469, 0.0189], [0.2622, -0.4407, -0.1508], [0.3503, -0.3039, 0.7652], [0.0779, -0.3183, 0.2659], [-0.7298, 1.0091, 0.2361], [0.3965, -1.0596, 1.5119], [1.7780, 1.5086, -2.5978], [-2.3476, 0.3852, -0.1313], [-0.0058, -0.5456, -0.2387], [0.7226, -0.8240, 0.7238], [-0.0735, -0.2148, -0.2242], [0.3020, 0.5601, 0.5920], [-0.0197, -0.1083, 0.1943], [-0.0547, -0.3236, -0.2791], [-1.6334, -0.4664, 1.7391], [-1.9526, 0.8514, 2.3089], [2.1381, 0.8192, -2.0120], [-0.6858, 0.0598, -0.1662], [-1.0379, -0.2385, 1.9564], [0.2677, -1.9670, -0.3140], [1.4179, 1.1633, -2.8084], [0.4720, 0.3559, 0.8299], [0.4466, -0.2815, -0.9949], [0.3127, -0.3012, -0.8261], [0.0992, 0.0261, 0.1234], [-0.7436, 1.1631, -0.9686], [0.8366, 0.9059, -0.4182], [-2.2041, -1.7524, 0.6180], [0.3061, -0.2679, 1.0433], [0.1647, 2.2425, -2.3606], [1.8763, 0.3262, 0.6680], [-0.5788, -2.2333, 1.1297], [0.1867, 0.1107, -0.1724], [0.1195, -0.3296, 0.3262], [-0.1044, 0.0337, 0.1700], [0.2317, -0.2645, -0.0259]], "homo_lumo_gap_ha": 0.33064, "smiles": "O=C1OC[C@@H](F)O1.O=C1OC[C@@H](F)O1.O=C1OC[C@@H](F)O1.O=C1OC[C@@H](F)O1.O=S1(=O)OCCO1.O=S1(=O)OCCO1.O=S1(=O)OCCO1.CNC(C)=O.CNC(C)=O.CNC(C)=O.CNC(C)=O.CNC(C)=O", "max_force_ev_per_a": 4.855, "lumo_energy_ev": -0.07}